No. 1
{"formula": "C4H7N3", "method": "ωB97M-V/def2-TZVPD", "symbols": ["C", "N", "C", "N", "N", "C", "C", "H", "H", "H", "H", "H", "H", "H"], "coordinates": [[2.264, 0.545, 0.199], [1.057, 0.465, -0.602], [-0.063, 1.105, -0.287], [-1.162, 1.122, -0.922], [-2.388, 0.867, -0.771], [-1.916, -1.494, 0.782], [-0.873, -1.965, 1.171], [2.266, 1.486, 0.746], [2.265, -0.279, 0.933], [3.099, 0.477, -0.522], [1.098, -0.343, -1.216], [-2.863, 1.419, -1.496], [-2.741, -0.932, 0.360], [0.060, -2.380, 1.504]], "atomic_forces_ev_per_a": [[-0.082, -0.078, -0.147], [-0.335, -0.157, 0.113], [-0.316, -0.449, -0.810], [0.279, 0.198, 1.022], [0.613, 0.445, -0.725], [0.766, -0.144, 0.166], [-0.583, 0.215, -0.231], [0.156, 0.014, -0.128], [0.348, 0.246, -0.283], [-0.067, 0.046, 0.773], [-0.655, 0.190, -0.126], [-0.100, -0.176, 0.087], [0.402, -0.436, 0.348], [-0.427, 0.086, -0.059]], "mulliken_charge": [-0.718, -0.189, -0.024, 0.128, -0.533, -0.294, -0.463, 0.315, 0.230, 0.286, 0.283, 0.212, 0.395, 0.372], "orbital_gap_ev": [9.17, 9.17], "e_lumo_ev": [0.46, 0.46]}

***

No. 2
{"formula": "C4H7N3", "method": "ωB97M-V/def2-TZVPD", "symbols": ["C", "C", "C", "N", "C", "N", "N", "H", "H", "H", "H", "H", "H", "H"], "coordinates": [[-2.547, 0.067, -0.202], [-1.080, -0.071, 0.101], [0.048, 0.655, -0.204], [1.082, -0.114, 0.223], [2.519, 0.024, 0.059], [0.626, -1.246, 0.767], [-0.663, -1.226, 0.699], [-2.951, -0.945, -0.155], [-3.125, 0.677, 0.502], [-2.751, 0.464, -1.201], [0.195, 1.625, -0.652], [2.934, -0.945, 0.335], [2.937, 0.796, 0.711], [2.779, 0.238, -0.982]], "atomic_forces_ev_per_a": [[-0.053, 0.094, -0.040], [-0.076, -0.212, -0.052], [-0.032, 0.007, 0.050], [-0.099, -0.065, -0.022], [0.075, 0.018, 0.018], [-0.063, 0.115, -0.087], [0.024, 0.050, -0.011], [-0.085, 0.086, -0.033], [0.347, -0.029, 0.048], [0.221, -0.042, 0.111], [-0.002, -0.144, -0.044], [0.029, 0.165, -0.018], [-0.151, -0.054, -0.086], [-0.137, 0.010, 0.165]], "mulliken_charge": [-1.041, 0.293, -0.242, 0.564, -0.830, -0.529, -0.385, 0.342, 0.232, 0.281, 0.386, 0.326, 0.285, 0.318], "orbital_gap_ev": 10.24, "e_lumo_ev": 0.88, "smiles": "Cc1cn(C)nn1"}

***

Ordered max |F| results: 1.08, 0.35; unit eV/Å.